DFT (ωB97M-V with the def2-TZVPD basis set) results for a 6-piece molecular cluster, C29H33F16IO12 overall.

Summary:
- 2S+1: 1
- LUMO: -2.166 eV
- Frontier orbital gap: 7.480 eV
- HOMO level: -9.65 eV

Each line ends with the Mulliken charge.
CARTESIAN COORDINATES (ANGSTROEM)
C  4.61  -0.23  1.02  -1.014
C  4.44  -1.85  1.14  0.456
C  3.17  -2.35  2.05  -0.845
I  3.82  -3.04  4.08  0.079
C  1.90  -1.32  2.12  0.682
C  1.81  -0.07  2.94  0.428
F  2.94  0.34  3.81  -0.243
C  0.46  0.89  2.90  0.135
O  0.06  1.69  3.89  -0.525
C  -0.40  0.83  1.46  -0.149
C  -0.36  -0.42  0.60  -0.015
C  0.54  -1.67  1.22  -0.211
O  0.18  -2.96  1.06  -0.563
H  4.82  0.30  2.06  0.189
H  5.55  0.02  0.35  0.382
H  3.70  0.32  0.51  0.212
H  5.42  -2.25  1.68  0.341
H  4.38  -2.29  0.06  -0.332
H  2.76  -3.35  1.54  0.398
H  -1.04  1.78  1.12  0.340
H  -0.93  -0.53  -0.42  0.331
C  -6.54  -2.75  0.07  -1.111
C  -5.81  -2.02  1.18  -0.207
O  -4.82  -1.14  0.65  -0.242
C  -5.28  0.08  0.20  0.060
O  -6.46  0.42  0.23  -0.539
C  -4.11  0.94  -0.29  1.184
F  -3.25  0.25  -1.09  -0.260
F  -3.37  1.43  0.74  -0.260
F  -4.52  2.01  -1.02  -0.236
H  -5.83  -3.26  -0.59  0.298
H  -7.24  -3.48  0.47  0.378
H  -7.10  -2.04  -0.56  0.312
H  -5.29  -2.75  1.81  0.318
H  -6.51  -1.49  1.84  0.318
C  3.00  -8.44  -1.69  -1.116
C  3.42  -7.39  -2.70  -0.194
O  3.58  -6.11  -2.06  -0.268
C  4.76  -5.92  -1.40  -0.003
O  5.66  -6.76  -1.33  -0.527
C  4.82  -4.51  -0.80  1.104
F  3.67  -4.16  -0.17  -0.225
F  5.03  -3.56  -1.76  -0.256
F  5.82  -4.36  0.11  -0.249
H  2.09  -8.13  -1.16  0.298
H  2.80  -9.40  -2.19  0.374
H  3.77  -8.61  -0.94  0.316
H  2.63  -7.27  -3.45  0.317
H  4.33  -7.68  -3.23  0.325
C  -1.22  1.68  -2.88  -0.785
C  -0.24  2.37  -3.81  -0.410
O  0.47  1.41  -4.61  -0.311
C  -0.19  0.92  -5.70  0.371
O  -1.33  1.26  -6.02  -0.520
C  0.70  -0.05  -6.48  0.826
F  1.33  -0.95  -5.67  -0.238
F  1.68  0.59  -7.17  -0.246
F  0.01  -0.79  -7.39  -0.236
H  -0.70  0.93  -2.27  0.206
H  -1.70  2.40  -2.22  0.348
H  -1.99  1.15  -3.45  0.371
H  0.51  2.91  -3.22  0.375
H  -0.74  3.10  -4.45  0.271
C  3.00  0.66  7.83  -1.150
C  3.42  1.71  6.82  0.005
O  3.58  2.99  7.47  -0.323
C  4.76  3.18  8.13  0.376
O  5.66  2.34  8.20  -0.516
C  4.82  4.59  8.72  0.838
F  3.67  4.94  9.36  -0.239
F  5.03  5.54  7.76  -0.244
F  5.82  4.74  9.63  -0.238
H  2.09  0.97  8.36  0.318
H  2.80  -0.30  7.33  0.339
H  3.77  0.49  8.58  0.329
H  2.63  1.83  6.07  0.210
H  4.33  1.42  6.29  0.298
C  -7.54  5.44  -5.14  -1.122
C  -6.93  4.38  -4.24  -0.191
O  -5.51  4.29  -4.45  -0.259
C  -4.74  5.23  -3.83  0.145
O  -5.20  6.12  -3.12  -0.529
C  -3.26  4.99  -4.10  0.996
F  -3.00  4.73  -5.42  -0.245
F  -2.78  3.92  -3.40  -0.183
F  -2.47  6.05  -3.76  -0.253
H  -7.29  5.24  -6.19  0.297
H  -8.63  5.45  -5.03  0.372
H  -7.15  6.43  -4.90  0.319
H  -7.35  3.40  -4.48  0.331
H  -7.15  4.57  -3.18  0.307

DFT (ωB97M-V with the def2-TZVPD basis set) results for a 2-piece molecular cluster, C7H16O3 overall.

Summary:
- Relative energy (zero: lowest compared OMol25 entry of this formula, charge and spin): 2.055 eV
- 2S+1: 1
- LUMO: 0.833 eV
- Frontier orbital gap: 10.500 eV
- HOMO level: -9.67 eV

Each line ends with the natural charge from an NBO analysis.
CARTESIAN COORDINATES (ANGSTROEM)
C  -0.89  -1.28  -1.23  0.305
C  -0.08  -2.50  -1.19  -0.097
C  -2.32  -1.35  -0.81  -0.673
C  -0.50  -0.10  -2.05  -0.658
O  0.48  -1.66  -0.26  -0.600
H  -0.57  -3.39  -0.78  0.171
H  0.49  -2.69  -2.12  0.162
H  -2.46  -0.60  -0.03  0.254
H  -0.66  0.80  -1.46  0.238
H  -2.99  -1.13  -1.64  0.239
H  -2.58  -2.32  -0.38  0.221
H  0.55  -0.14  -2.32  0.231
H  -1.12  -0.03  -2.95  0.223
C  0.29  1.23  2.00  0.390
C  1.22  1.95  1.02  -0.433
C  2.37  1.07  0.54  -0.622
O  -0.55  2.18  2.58  -0.719
O  -0.52  0.27  1.38  -0.777
H  -1.29  1.71  2.98  0.476
H  0.02  -0.45  0.98  0.512
H  0.90  0.74  2.78  0.110
H  0.61  2.30  0.18  0.203
H  1.61  2.84  1.53  0.212
H  2.00  0.18  0.04  0.220
H  2.99  0.76  1.38  0.202
H  3.00  1.62  -0.17  0.210